[1]
C37H27Br2N6O2S3Sc | ωB97M-V/def2-TZVPD

Last column: Löwdin charge in e.
Atoms and positions in Å:
Sc  0.0170  0.2133  -0.0175  0.8167
C  3.7611  -0.4993  2.6089  -0.0076
C  2.8149  -0.4933  1.4441  -0.2566
N  1.5947  -0.0936  1.5731  -0.0936
N  1.2303  0.2764  2.8756  -0.0531
C  0.4567  1.2991  2.9178  -1.0742
S  -0.1082  2.2712  1.5872  0.5894
S  -0.0502  1.7459  4.5704  0.8688
C  0.6441  3.4252  4.6073  -0.4501
C  2.1431  3.4114  4.5321  -0.3047
C  2.7911  3.6517  3.3258  -0.0560
C  4.1749  3.5797  3.2424  -0.0842
C  4.9261  3.2720  4.3658  -0.1001
C  4.2865  3.0378  5.5763  -0.0880
C  2.9058  3.1047  5.6557  -0.0538
C  3.2909  -0.9860  0.1451  -0.1067
C  4.3900  -1.8569  0.0983  -0.0447
C  4.8597  -2.3672  -1.0925  -0.0976
C  4.2479  -1.9860  -2.2861  -0.0828
C  3.1798  -1.1176  -2.2801  -0.0040
C  2.6693  -0.6146  -1.0716  -0.3161
O  1.6323  0.1936  -1.0988  -0.1628
H  3.5067  0.2817  3.3197  0.0695
H  3.6866  -1.4558  3.1334  0.0981
H  4.7856  -0.3718  2.2700  0.0833
H  0.2095  4.0112  3.7975  0.0547
H  0.2981  3.8478  5.5515  0.0771
H  2.2051  3.8783  2.4433  0.0881
H  4.6644  3.7642  2.2946  0.1028
H  6.0049  3.2131  4.3007  0.0982
H  4.8661  2.8014  6.4595  0.1000
H  2.4090  2.9028  6.5975  0.1127
H  4.8714  -2.1525  1.0202  0.1043
H  5.6939  -3.0553  -1.0991  0.0969
H  4.6107  -2.3783  -3.2280  0.1030
H  2.6918  -0.8095  -3.1950  0.1176
Br  -2.1981  -3.0182  -3.3481  0.7789
C  -2.0309  -1.1483  -3.5149  -0.6039
C  -2.5468  -0.5195  -4.6592  -0.1694
C  -2.4736  0.8363  -4.8148  -0.6340
Br  -3.1820  1.6295  -6.3822  0.7640
C  -1.8711  1.6402  -3.8154  -0.1841
C  -1.7405  3.0457  -3.8690  -0.0200
C  -1.1252  3.7134  -2.8492  -0.0278
C  -0.6396  2.9822  -1.7485  -0.1204
N  -0.7603  1.6786  -1.6619  0.0390
C  -1.3549  0.9912  -2.6757  -0.1344
C  -1.4224  -0.4367  -2.4930  -0.4020
O  -0.9379  -0.9552  -1.4167  -0.1751
H  -3.0084  -1.1297  -5.4232  0.0949
H  -2.1290  3.5767  -4.7276  0.0807
H  -1.0023  4.7865  -2.8704  0.1092
H  -0.1418  3.4778  -0.9233  0.0844
N  -2.6233  -2.9441  2.1111  0.1344
C  -1.9300  -3.6310  3.1328  -0.2395
C  -2.6255  -4.2640  4.1476  -0.0212
C  -1.9319  -4.9253  5.1529  -0.0802
C  -0.5463  -4.9234  5.1543  -0.0832
C  0.1457  -4.2622  4.1484  -0.0893
C  -0.5433  -3.6368  3.1221  -0.4456
S  0.3237  -2.9063  1.7790  1.0478
N  -0.7916  -1.7092  1.2777  -0.2505
C  -2.0472  -1.9076  1.4209  -0.3260
C  -3.0001  -0.9382  0.8030  -0.1865
C  -4.3197  -1.2700  0.5307  0.0038
C  -5.1473  -0.2982  -0.0137  -0.0375
C  -4.6377  0.9659  -0.2398  -0.0247
C  -3.2959  1.1961  0.0377  -0.1074
N  -2.4891  0.2607  0.5185  0.0748
H  -3.6078  -2.8350  2.2875  0.1236
H  -3.7091  -4.2468  4.1486  0.1143
H  -2.4792  -5.4296  5.9372  0.1048
H  -0.0013  -5.4264  5.9410  0.1051
H  1.2277  -4.2412  4.1550  0.1083
H  -4.6950  -2.2712  0.6894  0.1166
H  -6.1754  -0.5326  -0.2541  0.1146
H  -5.2474  1.7605  -0.6449  0.1122
H  -2.8471  2.1660  -0.1368  0.1067

M = 888.63 g/mol
Multiplicity = 1
Frontier orbital gap = 7.1 eV
LUMO energy = -0.0180 hartree
ΔE to the lowest compared entry with this formula, charge and spin = 34.7 kJ/mol
HOMO = -7.61 eV



[2]
C37H27BrIMnN2O2PS | ωB97M-V/def2-TZVPD

Last column: Löwdin charge in e.
Atoms and positions in Å:
Mn  0.6528  -0.2888  -2.4790  0.2346
I  3.3833  -0.6783  -1.4828  1.0250
C  3.9625  0.1345  0.3829  -0.5836
C  5.2023  0.7073  0.3367  -0.1809
C  5.8928  1.0749  1.5068  -0.0721
C  5.3427  0.7784  2.7151  -0.0324
C  4.0540  0.1942  2.7996  -0.1585
C  3.5476  -0.1408  4.0779  -0.0266
C  2.3113  -0.6949  4.2120  -0.0533
C  1.5009  -0.8299  3.0716  -0.1011
C  1.9299  -0.4943  1.8095  -0.2780
P  0.5724  -0.2763  0.5552  1.0665
C  -0.0267  1.3537  1.1591  -0.3371
C  0.3527  2.4560  0.3975  -0.0997
C  0.0199  3.7470  0.7887  -0.0723
C  -0.7056  3.9474  1.9516  -0.0798
C  -1.0755  2.8563  2.7290  -0.0721
C  -0.7330  1.5705  2.3423  -0.0895
C  -0.6236  -1.5152  1.1327  -0.3632
C  -1.9135  -1.2150  1.3093  -0.0781
C  -2.9004  -2.1989  1.7635  -0.0546
C  -2.5669  -3.4623  2.0045  -0.0529
C  -1.2042  -3.9925  1.7087  -0.1715
C  -0.1441  -2.9487  1.2265  -0.1764
C  3.2840  -0.0631  1.6257  -0.1908
H  5.6921  0.8415  -0.6200  0.0799
H  6.8703  1.5325  1.4314  0.1081
H  5.8756  0.9785  3.6368  0.1147
H  4.1757  0.0424  4.9417  0.1154
H  1.9265  -0.9777  5.1834  0.1093
H  0.4777  -1.1605  3.2075  0.1009
H  0.9259  2.3051  -0.5076  0.0700
H  0.3240  4.5888  0.1791  0.1033
H  -0.9804  4.9492  2.2567  0.1039
H  -1.6327  3.0094  3.6449  0.1053
H  -1.0177  0.7346  2.9682  0.1012
H  -2.2661  -0.2037  1.1467  0.1074
H  -3.9130  -1.8540  1.9321  0.1089
H  -3.3101  -4.1599  2.3769  0.1149
H  -0.8462  -4.5914  2.5480  0.1393
H  0.7824  -2.9952  1.7986  0.1258
O  -2.7699  -1.8749  -3.9055  -0.2839
S  -2.4994  -1.4891  -2.5473  0.5938
O  -3.6471  -1.2543  -1.6969  -0.3081
N  -1.4615  -0.2430  -2.4649  -0.2010
C  -1.9700  1.0292  -2.7431  -0.2487
C  -3.3008  1.3865  -2.8754  -0.0104
C  -3.6880  2.7159  -3.1378  -0.0618
C  -2.7833  3.7238  -3.2898  -0.0507
C  -1.4095  3.4135  -3.2006  -0.1551
C  -0.3963  4.3726  -3.4000  0.0023
C  0.9232  4.0115  -3.3573  -0.0418
C  1.2369  2.6739  -3.0929  -0.1327
N  0.3150  1.7634  -2.8721  -0.0024
C  -1.0067  2.0851  -2.9298  -0.1482
C  -1.6874  -2.8296  -1.7048  -0.2397
C  -2.6227  -3.9247  -1.3793  -0.0521
C  -2.3052  -4.8559  -0.4874  -0.0439
C  -1.0642  -4.7723  0.3471  -0.1683
C  -0.0106  -3.7306  -0.1390  -0.1531
C  -0.4357  -2.8700  -1.2720  -0.0727
H  -4.0739  0.6430  -2.7683  0.0949
H  -4.7478  2.9238  -3.2206  0.1098
H  -3.0902  4.7416  -3.4949  0.1098
H  -0.6838  5.3977  -3.6044  0.1215
H  1.7150  4.7270  -3.5286  0.1077
H  2.2680  2.3392  -3.0517  0.1076
H  -3.5509  -3.9713  -1.9351  0.1177
H  -2.9822  -5.6855  -0.3180  0.1140
H  -0.6402  -5.7653  0.4931  0.1385
H  0.9899  -4.1345  -0.2933  0.1470
H  0.3267  -2.1758  -1.5902  0.0080
Br  1.8532  -1.4314  -4.3076  -0.1083

M = 856.42 g/mol
Expectation value of S² = 8.7570
Multiplicity = 6
Frontier orbital gap (alpha / beta) = 7.4 / 7.4 eV
LUMO energy (alpha / beta) = -0.0115 / -0.0133 hartree
ΔE to the lowest compared entry with this formula, charge and spin = 302.3 kJ/mol
HOMO (alpha / beta) = -7.68 / -7.79 eV



[3]
C37H28BrN7O2PdTe | ωB97M-V/def2-TZVPD

Last column: Löwdin charge in e.
Atoms and positions in Å:
Pd  -0.1977  -0.4114  0.1249  0.7869
C  0.8080  2.4593  -3.4899  -0.0760
C  0.1720  1.5348  -2.6650  -0.0883
N  0.7323  1.1487  -1.5288  0.0242
C  1.9292  1.6404  -1.1923  -0.1956
C  2.5259  2.6014  -2.0097  -0.0411
N  1.9642  2.9979  -3.1394  0.1129
C  2.5364  1.1558  0.0648  -0.1869
C  3.8852  1.2827  0.3565  0.0703
C  4.3626  0.8812  1.6065  -0.1035
C  3.4485  0.2942  2.4853  0.0719
C  2.1332  0.1162  2.0911  -0.1889
N  1.6912  0.5796  0.9178  0.0556
C  1.1344  -0.6104  2.9007  -0.2035
C  1.4663  -1.4753  3.9426  -0.0464
N  0.5455  -2.1666  4.5929  0.1143
C  -0.7218  -2.0236  4.2387  -0.0788
C  -1.0751  -1.1842  3.1871  -0.1069
N  -0.1484  -0.4930  2.5356  -0.0253
C  5.7795  1.0712  1.9838  -0.1690
C  6.5616  2.0479  1.3713  -0.0032
C  7.8867  2.1903  1.7614  -0.1113
N  8.4370  1.4383  2.7017  0.0802
C  7.7036  0.5108  3.2990  -0.1137
C  6.3740  0.2864  2.9701  -0.0071
H  0.3720  2.7768  -4.4287  0.1215
H  -0.7863  1.1021  -2.9217  0.1136
H  3.4612  3.0738  -1.7345  0.1245
H  4.5596  1.6728  -0.3914  0.1189
H  3.7490  0.0008  3.4796  0.1176
H  2.4948  -1.6415  4.2393  0.1239
H  -1.4620  -2.5932  4.7865  0.1210
H  -2.1052  -1.0546  2.8760  0.1144
H  6.1565  2.7184  0.6252  0.1103
H  8.5267  2.9359  1.3047  0.1178
H  8.2013  -0.0719  4.0651  0.1166
H  5.8385  -0.5106  3.4677  0.1074
Te  -1.2799  1.8632  1.0176  1.2848
C  -3.1222  2.7386  0.4953  -0.6140
C  -3.5812  3.7564  1.3371  -0.1594
C  -4.7626  4.4095  1.0391  -0.0603
C  -5.4875  4.0567  -0.0931  -0.0471
C  -5.0300  3.0465  -0.9327  -0.0658
C  -3.8530  2.3839  -0.6400  -0.1491
H  -3.0139  4.0319  2.2185  0.0908
H  -5.1199  5.1992  1.6858  0.1174
H  -6.4105  4.5718  -0.3227  0.1173
H  -5.5947  2.7829  -1.8170  0.1134
H  -3.4955  1.6043  -1.2976  0.0635
C  -5.8212  -3.6544  -0.3261  -0.0240
C  -4.4885  -2.9793  -0.3658  -0.2401
C  -3.3820  -3.4871  0.3086  -0.0003
C  -2.1815  -2.8020  0.2833  -0.1271
N  -2.0167  -1.6629  -0.4004  -0.0225
C  -3.0618  -1.1887  -1.0878  -0.1277
C  -4.2962  -1.7999  -1.0874  0.0032
H  -5.8056  -4.5256  0.3241  0.0851
H  -6.1190  -3.9699  -1.3272  0.0988
H  -6.5834  -2.9603  0.0305  0.0973
H  -3.4439  -4.4138  0.8638  0.1212
H  -1.3223  -3.1843  0.8162  0.0845
H  -2.8830  -0.3037  -1.6836  0.0882
H  -5.1126  -1.3612  -1.6466  0.1286
Br  1.2875  -5.2167  1.5499  1.0302
C  2.0741  -4.9450  -0.1605  -0.4982
C  2.7724  -6.0253  -0.6706  -0.0721
C  3.4039  -5.9213  -1.8995  0.0000
C  3.3330  -4.7474  -2.6315  0.0371
C  2.6159  -3.6791  -2.1343  0.0498
C  1.9759  -3.7465  -0.8943  -0.1039
C  1.2233  -2.5316  -0.4896  -0.5964
O  0.9951  -1.6273  -1.3386  -0.0639
O  0.8019  -2.3498  0.6987  -0.1493
H  2.8266  -6.9428  -0.1018  0.1193
H  3.9585  -6.7701  -2.2770  0.1343
H  3.8386  -4.6736  -3.5840  0.1405
H  2.5366  -2.7573  -2.6964  0.1378

M = 916.60 g/mol
Expectation value of S² = 6.0351
Net charge = +2
Multiplicity = 5
Frontier orbital gap (alpha / beta) = 7.3 / 3.4 eV
LUMO energy (alpha / beta) = -0.2062 / -0.3732 hartree
HOMO (alpha / beta) = -12.88 / -13.54 eV